(1)
Here is a structure of composition C48H56BiN5O7PS3Sb from OMol25. Energies are from wB97M-V/def2-TZVPD.

Atoms and positions in Å:
1 Bi 1.375 -0.726 -0.620
2 C 1.797 -0.650 -5.133
3 C 1.660 -1.389 -3.820
4 O 2.417 -0.992 -2.885
5 C 0.757 -2.446 -3.729
6 C 0.540 -3.245 -2.580
7 C -0.218 -4.534 -2.755
8 N 0.977 -2.924 -1.385
9 N 0.849 -3.910 -0.404
10 C 1.086 -3.420 0.772
11 O 1.329 -2.180 1.040
12 C 1.126 -4.351 1.936
13 C 1.668 -3.894 3.135
14 C 1.733 -4.740 4.234
15 C 1.248 -6.038 4.146
16 C 0.697 -6.488 2.953
17 C 0.637 -5.650 1.851
18 H 2.856 -0.504 -5.349
19 H 1.345 0.334 -5.002
20 H 1.313 -1.165 -5.964
21 H 0.224 -2.731 -4.626
22 H -0.480 -4.678 -3.802
23 H -1.123 -4.519 -2.144
24 H 0.379 -5.373 -2.399
25 H 2.035 -2.875 3.179
26 H 2.159 -4.377 5.162
27 H 1.291 -6.696 5.007
28 H 0.299 -7.494 2.884
29 H 0.210 -5.983 0.914
30 O -0.866 2.560 1.781
31 S -0.164 1.544 0.976
32 O -2.003 2.872 -2.097
33 O 0.541 2.120 -0.187
34 O -1.534 0.814 0.197
35 S 3.308 0.364 1.515
36 C 4.853 0.011 0.781
37 C 5.589 0.997 0.101
38 C 6.823 0.729 -0.469
39 C 7.380 -0.542 -0.390
40 C 6.667 -1.537 0.270
41 C 5.433 -1.269 0.840
42 H 5.161 1.991 0.041
43 H 7.354 1.522 -0.987
44 H 8.346 -0.754 -0.834
45 H 7.076 -2.540 0.339
46 H 4.883 -2.055 1.344
47 O 0.128 1.060 -2.774
48 P 0.237 2.479 -3.136
49 N -0.823 3.605 -2.434
50 C -3.100 3.755 -1.969
51 C -2.855 4.736 -0.838
52 C -1.588 5.520 -1.159
53 C -0.444 4.538 -1.369
54 N -0.116 2.629 -4.783
55 C -0.493 3.918 -5.371
56 C -1.887 3.714 -6.015
57 C -2.325 2.330 -5.530
58 C -0.990 1.610 -5.376
59 N 1.721 3.159 -2.878
60 C 2.785 2.327 -2.248
61 C 4.094 2.924 -2.776
62 C 3.709 4.322 -3.256
63 C 2.312 4.107 -3.819
64 H -3.950 3.100 -1.770
65 H -3.268 4.286 -2.920
66 H -2.706 4.165 0.084
67 H -3.722 5.392 -0.709
68 H -1.331 6.212 -0.355
69 H -1.743 6.106 -2.075
70 H -0.207 4.004 -0.450
71 H 0.452 5.057 -1.712
72 H 0.238 4.231 -6.125
73 H -0.527 4.686 -4.599
74 H -1.795 3.713 -7.104
75 H -2.585 4.508 -5.743
76 H -3.013 1.833 -6.217
77 H -2.795 2.394 -4.547
78 H -0.600 1.312 -6.358
79 H -1.033 0.730 -4.738
80 H 2.682 1.282 -2.545
81 H 2.701 2.386 -1.163
82 H 4.476 2.331 -3.610
83 H 4.861 2.936 -2.002
84 H 4.394 4.731 -4.003
85 H 3.666 5.015 -2.413
86 H 2.361 3.692 -4.836
87 H 1.733 5.035 -3.866
88 S -1.259 -0.759 -0.333
89 Sb -1.332 -1.031 3.197
90 C -1.150 -0.689 5.336
91 C -0.978 0.670 5.619
92 C -0.816 1.122 6.920
93 C -0.806 0.218 7.976
94 C -0.958 -1.134 7.712
95 C -1.126 -1.580 6.404
96 C -3.339 -0.214 3.286
97 C -3.794 0.734 2.375
98 C -5.097 1.219 2.457
99 C -5.957 0.769 3.446
100 C -5.510 -0.175 4.363
101 C -4.213 -0.659 4.279
102 C -2.160 -3.021 3.120
103 C -1.876 -4.074 3.983
104 C -2.471 -5.320 3.822
105 C -3.354 -5.540 2.778
106 C -3.623 -4.510 1.885
107 C -3.031 -3.268 2.055
108 H -0.970 1.395 4.808
109 H -0.689 2.182 7.107
110 H -0.675 0.567 8.993
111 H -0.946 -1.851 8.525
112 H -1.254 -2.642 6.240
113 H -3.128 1.100 1.604
114 H -5.432 1.959 1.739
115 H -6.970 1.151 3.506
116 H -6.171 -0.536 5.144
117 H -3.879 -1.398 5.001
118 H -1.148 -3.955 4.775
119 H -2.219 -6.124 4.505
120 H -3.819 -6.511 2.649
121 H -4.294 -4.673 1.050
122 H -3.243 -2.481 1.339

Results
E: -126641.9148 eV
LUMO level: 4.05 eV
F_max: 0.4 eV/Å
net charge: -2
ΔE to the lowest compared entry with this formula, charge and spin: 467.73 kJ/mol
gap between HOMO and LUMO: 5.69 eV

=====

(2)
Here is an isolated molecule of C5H10O2 in a non-equilibrium geometry from OMol25. Energies are from wB97M-V/def2-TZVPD.

Atoms and positions in Å:
1 C 2.049 0.598 -0.657
2 C 1.114 -0.503 -0.164
3 C 0.582 -0.459 1.286
4 O -0.539 0.386 1.166
5 C -1.136 -0.276 0.109
6 C -2.383 0.398 -0.414
7 O -0.137 -0.412 -0.874
8 H 2.187 0.495 -1.742
9 H 3.036 0.528 -0.187
10 H 1.634 1.592 -0.463
11 H 1.565 -1.482 -0.365
12 H 1.260 -0.031 2.042
13 H 0.004 -1.502 1.401
14 H -1.279 -1.426 0.602
15 H -2.218 1.351 -0.938
16 H -2.857 -0.291 -1.113
17 H -3.052 0.585 0.430

Results
E: -9440.7241 eV
LUMO level: 1.14 eV
F_max: 3.1 eV/Å
structure (SMILES): C[C@@H]1OC[C@H](C)O1
ΔE to the lowest compared entry with this formula, charge and spin: 223.74 kJ/mol
gap between HOMO and LUMO: 10.89 eV

=====

(3)
Here is a cluster of 35 separate species, C9H85IO39S in total in a non-equilibrium geometry from OMol25. Energies are from wB97M-V/def2-TZVPD.

Atoms and positions in Å:
1 C 2.279 -1.677 3.296
2 C 1.317 -1.372 2.081
3 O 1.940 -0.737 0.935
4 C 3.286 -0.443 1.156
5 O 4.153 -1.277 0.872
6 C 3.771 0.968 1.740
7 C 3.310 2.193 0.837
8 C 2.667 3.396 1.684
9 O 1.229 3.348 1.435
10 S 0.435 3.128 2.921
11 O 0.837 1.719 3.303
12 O -1.218 3.256 2.721
13 C -1.826 2.104 2.089
14 C -1.740 2.130 0.486
15 C -0.671 1.068 -0.070
16 I -1.541 4.123 -0.347
17 H 1.637 -2.155 4.094
18 H 2.736 -0.773 3.783
19 H 3.040 -2.477 3.015
20 H 0.465 -0.741 2.476
21 H 0.936 -2.378 1.717
22 H 3.397 1.046 2.796
23 H 4.901 0.944 1.754
24 H 2.500 1.825 0.131
25 H 4.137 2.565 0.181
26 H 2.887 3.305 2.789
27 H 3.151 4.344 1.326
28 H -1.499 1.105 2.488
29 H -2.935 2.173 2.313
30 H -2.738 1.735 0.123
31 H 0.389 1.350 0.147
32 H -0.925 0.101 0.474
33 H -0.890 0.872 -1.154
34 O 2.733 3.612 5.327
35 H 2.477 2.686 5.414
36 H 2.215 4.062 6.010
37 O -4.555 6.770 -0.533
38 H -4.544 6.814 -1.498
39 H -3.847 6.151 -0.325
40 O -4.092 0.185 1.666
41 H -4.979 -0.029 1.355
42 H -3.700 -0.678 1.869
43 O 0.177 -0.789 5.002
44 H 0.055 -0.523 5.919
45 H -0.126 -0.024 4.498
46 O -3.008 -2.771 1.201
47 H -2.920 -3.664 1.560
48 H -2.480 -2.791 0.397
49 O -5.971 5.945 -2.958
50 H -6.205 5.012 -2.861
51 H -6.512 6.390 -2.296
52 O 5.950 3.691 0.624
53 H 6.530 4.089 1.282
54 H 6.237 4.086 -0.209
55 O 6.537 0.563 -0.584
56 H 5.731 0.030 -0.620
57 H 7.203 -0.040 -0.237
58 O 5.957 -1.481 -3.050
59 H 6.209 -0.697 -2.542
60 H 6.215 -2.218 -2.485
61 O -0.388 2.959 -3.853
62 H -0.500 3.499 -3.063
63 H 0.550 3.060 -4.070
64 O -2.094 5.208 -5.788
65 H -2.894 4.677 -5.874
66 H -1.447 4.597 -5.416
67 O -6.275 2.847 -3.536
68 H -6.265 2.881 -4.500
69 H -5.558 2.238 -3.317
70 O -2.286 -5.614 0.630
71 H -2.198 -6.503 0.989
72 H -1.757 -5.637 -0.175
73 O 8.574 -0.938 -2.159
74 H 8.905 -0.052 -2.349
75 H 8.151 -1.211 -2.985
76 O -1.465 1.618 5.381
77 H -2.215 1.910 5.910
78 H -1.639 1.982 4.506
79 O 0.718 4.108 7.274
80 H 0.283 3.342 7.666
81 H -0.011 4.667 6.983
82 O 2.600 3.874 -3.914
83 H 3.159 4.262 -3.231
84 H 2.926 4.263 -4.733
85 O -2.098 -7.968 -0.844
86 H -1.996 -8.694 -1.467
87 H -3.006 -7.668 -0.982
88 O 6.057 6.331 -0.611
89 H 5.912 6.597 0.303
90 H 5.753 7.089 -1.127
91 O -7.758 0.620 -4.888
92 H -7.916 1.343 -4.269
93 H -8.565 0.580 -5.410
94 O 10.298 -0.097 -4.248
95 H 10.400 -0.982 -3.878
96 H 10.796 -0.129 -5.072
97 O -8.866 0.320 -2.381
98 H -8.713 -0.618 -2.554
99 H -8.057 0.612 -1.948
100 O -4.485 -9.005 -0.078
101 H -5.283 -9.538 -0.160
102 H -3.833 -9.613 0.291
103 O -8.991 -2.941 -1.904
104 H -9.778 -3.492 -1.980
105 H -8.332 -3.528 -1.521
106 O 9.842 -3.174 -0.154
107 H 9.709 -2.893 0.758
108 H 9.544 -2.420 -0.678
109 O 1.046 0.420 -2.811
110 H 0.606 -0.344 -2.424
111 H 0.319 0.977 -3.119
112 O 3.909 -4.609 3.591
113 H 4.510 -4.223 4.236
114 H 4.182 -4.213 2.753
115 O -2.996 -11.291 1.713
116 H -2.765 -10.517 2.239
117 H -2.756 -12.037 2.279
118 O -4.489 0.313 -1.544
119 H -4.354 -0.114 -0.689
120 H -3.607 0.335 -1.933
121 O -3.372 3.089 -7.833
122 H -3.030 3.977 -7.993
123 H -3.756 2.830 -8.677
124 O -3.688 -12.639 4.228
125 H -4.122 -13.405 4.619
126 H -4.419 -12.085 3.928
127 O 4.612 8.429 -2.685
128 H 4.934 9.321 -2.855
129 H 4.201 8.166 -3.515
130 O -11.382 -3.350 0.015
131 H -11.563 -3.067 0.917
132 H -11.669 -2.606 -0.525
133 O 6.283 -4.790 1.827
134 H 6.391 -5.682 2.174
135 H 6.764 -4.802 0.993

Results
E: -109499.0133 eV
LUMO level: 0.07 eV
F_max: 3.1 eV/Å
gap between HOMO and LUMO: 9.41 eV